No. 1
{"formula": "C4H16O4", "method": "ωB97M-V/def2-TZVPD", "species": ["C", "C", "C", "C", "H", "H", "H", "H", "H", "H", "H", "H", "H", "H", "O", "H", "H", "O", "H", "H", "O", "H", "H", "O"], "coordinates": [[2.1250, -1.2337, 0.4406], [1.8462, 0.2122, 0.2258], [2.3722, 0.8880, -0.7758], [0.9669, 0.8726, 1.2061], [1.2077, -1.7511, 0.5295], [2.7000, -1.7053, -0.3279], [2.5893, -1.4152, 1.4248], [2.1373, 1.9318, -0.9003], [2.9809, 0.4071, -1.5101], [-0.0149, 0.3668, 1.2369], [1.3132, 0.7378, 2.2419], [0.8543, 1.9364, 0.9903], [-3.8338, 0.0818, 1.1152], [-2.3956, -0.5020, 0.8979], [-2.9085, 0.3184, 1.0382], [-1.0012, 0.2888, -1.7503], [0.4080, -0.2088, -1.5631], [-0.4819, -0.5212, -1.7987], [-1.3005, -1.4388, -0.4954], [-2.1482, -2.5889, 0.0030], [-1.5308, -1.9285, 0.3260], [-1.6060, 2.4557, -0.8838], [-2.3033, 1.1565, -0.4408], [-1.9763, 1.6397, -1.2299]], "mulliken_charge": [-1.13, 0.65, -0.80, -0.91, 0.25, 0.33, 0.35, 0.28, 0.31, 0.07, 0.34, 0.27, 0.27, 0.44, -0.72, 0.45, 0.34, -0.81, 0.43, 0.31, -0.71, 0.32, 0.41, -0.75], "max_force_ev_per_a": 1.4, "smiles": "C=C(C)C.O.O.O.O", "lumo_ev": 0.59, "de_lowest_ev": 0.000, "homo_lumo_gap_ev": 10.15, "e_homo_ev": -9.6, "total_charge": 0, "total_energy_ha": -462.9620}

=====

No. 2
{"formula": "C4H16O4", "method": "ωB97M-V/def2-TZVPD", "species": ["C", "O", "H", "H", "H", "H", "C", "O", "H", "H", "H", "H", "C", "O", "H", "H", "H", "H", "C", "O", "H", "H", "H", "H"], "coordinates": [[1.1240, -0.1424, 1.2070], [0.4234, -1.0252, 0.3366], [2.1475, -0.4414, 1.4332], [1.1826, 0.8406, 0.7395], [0.4965, -0.0633, 2.0947], [-0.3314, -0.5842, -0.0602], [-2.4915, -1.6117, 2.1676], [-3.1090, -1.7035, 3.4794], [-1.4825, -1.2769, 2.4083], [-2.4706, -2.6121, 1.7354], [-2.9231, -0.9001, 1.4638], [-3.6827, -2.4702, 3.4120], [-2.2193, 1.4972, -0.8683], [-0.8191, 1.2743, -1.1567], [-2.4619, 2.3585, -0.2458], [-2.7390, 1.5918, -1.8218], [-2.5842, 0.5667, -0.4336], [-0.4239, 1.9328, -1.7327], [3.3752, 0.4981, -2.2763], [4.7894, 0.6224, -2.3004], [2.9613, -0.5081, -2.2112], [3.1286, 0.9212, -1.3025], [2.9156, 1.1096, -3.0528], [5.1941, 0.1258, -3.0153]], "lowdin_spin": [0.12, 0.69, 0.00, 0.04, 0.06, 0.01, 0.01, 0.04, 0.00, 0.00, 0.00, 0.00, 0.00, 0.01, 0.00, 0.00, 0.00, 0.00, 0.00, 0.01, 0.00, 0.00, 0.00, 0.00], "max_force_ev_per_a": 2.5, "multiplicity": 2, "lumo_ev": [-3.24, -10.26], "de_lowest_ev": 3.265, "homo_lumo_gap_ev": [10.10, 3.02], "s2": 0.754, "e_homo_ev": [-13.3, -13.3], "total_charge": 1, "total_energy_ha": -462.4894}

=====

No. 3
{"formula": "C4H17AgN6O8", "method": "ωB97M-V/def2-TZVPD", "species": ["Ag", "O", "C", "O", "O", "H", "O", "H", "H", "O", "H", "H", "C", "O", "N", "N", "H", "H", "H", "H", "C", "O", "N", "N", "H", "H", "H", "H", "C", "O", "N", "N", "H", "H", "H", "H"], "coordinates": [[0.8505, -0.6423, -0.0578], [4.2772, 0.4636, -2.1904], [3.1159, 0.2980, -1.5694], [2.0210, 0.1222, -2.0804], [3.0670, 0.2672, -0.3019], [4.9048, 0.4784, -1.4640], [1.4058, -2.6616, -0.9044], [0.7644, -3.3705, -0.8563], [2.2113, -3.0864, -1.1992], [2.2447, -1.8658, 1.8028], [2.1255, -2.1878, 2.6963], [3.1915, -1.8879, 1.6640], [-2.0810, -0.4562, -1.9695], [-1.0491, -0.5033, -1.3647], [-2.2833, -0.3234, -3.2037], [-3.2256, -0.3694, -1.3813], [-1.5050, -0.7560, -3.6802], [-3.0887, 0.1249, -3.6165], [-3.9807, -0.0795, -1.9862], [-3.2381, -0.4641, -0.3758], [-1.6796, -0.9158, 2.2335], [-0.6519, -0.7949, 1.5583], [-1.8471, -1.9643, 2.9965], [-2.7623, -0.2467, 2.0651], [-2.6295, -2.1030, 3.6199], [-1.1302, -2.6748, 2.9585], [-2.5140, 0.6847, 1.7636], [-3.2032, -0.2753, 2.9734], [0.6823, 2.6781, 0.3013], [0.4047, 1.4230, 0.2887], [0.9855, 3.3372, 1.3725], [0.7446, 3.3479, -0.8879], [1.0477, 2.9108, 2.2860], [1.1710, 4.3182, 1.2199], [0.7337, 2.8343, -1.7575], [0.9205, 4.3403, -0.9534]], "lowdin_spin": [0.69, 0.02, 0.04, 0.04, 0.29, 0.00, 0.14, 0.05, 0.03, 0.08, 0.03, 0.02, 0.04, 0.03, 0.01, 0.01, 0.00, 0.00, 0.00, 0.01, 0.11, 0.04, 0.05, 0.03, 0.02, 0.04, 0.01, 0.02, 0.04, 0.05, 0.02, 0.01, 0.01, 0.00, 0.00, 0.00], "max_force_ev_per_a": 7.7, "multiplicity": 3, "lumo_ev": [0.47, -2.17], "homo_lumo_gap_ev": [2.35, 6.05], "s2": 2.005, "e_homo_ev": [-1.9, -8.2], "total_charge": 0, "total_energy_ha": -1239.9076}

=====

No. 4
{"formula": "C4H17N11", "method": "ωB97M-V/def2-TZVPD", "species": ["C", "C", "C", "C", "N", "N", "N", "N", "N", "N", "N", "N", "N", "N", "N", "H", "H", "H", "H", "H", "H", "H", "H", "H", "H", "H", "H", "H", "H", "H", "H", "H"], "coordinates": [[-0.1250, -0.6838, 0.3574], [0.4639, -1.3942, -0.8877], [1.0864, 1.7404, -0.4230], [-2.4340, -1.8315, 0.2120], [-0.4648, -0.6725, -1.8987], [-0.4881, 0.5489, -2.0285], [-1.4791, -1.0354, 0.8047], [0.1434, 1.5401, -1.3915], [0.6655, -0.0027, 1.0921], [1.8451, -1.0496, -1.1857], [0.9906, 2.8335, 0.2921], [-3.3101, -2.5317, 1.0343], [-2.5369, -2.0618, -1.1161], [0.1814, -2.8328, -0.9135], [2.6485, 3.8540, 1.8659], [-1.6239, -0.6403, 1.7429], [-0.5326, 2.3782, -1.6793], [0.3507, 0.6317, 1.9219], [2.4139, -1.1648, -0.3837], [2.2610, -1.5925, -2.0298], [1.9082, 1.1692, -0.1389], [0.1132, 3.3846, 0.2796], [1.7437, 3.2687, 1.7940], [-4.0238, -3.0854, 0.7526], [-3.4487, -2.2411, 2.0404], [-1.9425, -1.4861, -1.7067], [-3.2505, -2.6792, -1.4308], [0.9298, -3.2906, -1.3768], [-0.8010, -3.1132, -1.2158], [2.7958, 4.2707, 2.7994], [2.5263, 4.5244, 1.1057], [3.3935, 3.2449, 1.7115]], "mulliken_charge": [-0.45, 0.73, 0.29, 0.58, -0.23, -0.71, -0.06, 0.15, -0.56, -0.57, -0.74, -0.37, -0.38, -0.42, -0.45, 0.34, 0.36, 0.28, 0.28, 0.33, 0.49, 0.14, 0.42, 0.18, 0.23, 0.36, 0.19, 0.27, 0.26, 0.37, 0.37, 0.32], "max_force_ev_per_a": 6.1, "lumo_ev": -6.05, "de_lowest_ev": 3.229, "homo_lumo_gap_ev": 9.19, "e_homo_ev": -15.2, "total_charge": 2, "total_energy_ha": -764.2404}

=====

No. 5
{"formula": "C4H17N2O2", "method": "ωB97M-V/def2-TZVPD", "species": ["C", "N", "C", "C", "N", "C", "H", "H", "H", "H", "H", "H", "H", "H", "H", "H", "H", "H", "H", "H", "H", "O", "H", "H", "O"], "coordinates": [[-0.5183, 0.7634, 0.1756], [-0.2511, -0.7316, 0.3663], [-0.7021, -1.1983, 1.7655], [0.8669, 1.5293, 0.2450], [2.0773, 0.5576, 0.0319], [2.4938, 0.6902, -1.4249], [-1.0589, 0.8770, -0.8138], [-1.2325, 1.3208, 0.7748], [-0.8417, -1.2146, -0.3405], [-1.7790, -1.0510, 1.8585], [-0.6365, -2.3614, 1.8421], [0.0663, -0.7796, 2.4050], [0.9683, 2.3684, -0.4740], [0.9637, 1.8896, 1.2907], [1.6869, -0.4784, 0.1079], [2.8185, 0.6764, 0.6821], [1.8507, 0.6372, -2.3647], [2.8322, 1.8446, -1.3975], [3.3462, 0.0037, -1.8101], [0.0624, -3.0975, -1.7258], [-1.2540, -3.5493, -2.1607], [-0.8760, -2.6916, -1.9477], [-3.3131, 1.7145, 1.6733], [-4.1574, 1.2380, 0.3042], [-3.4124, 1.0427, 0.9366]], "mulliken_charge": [-0.15, -0.42, -0.89, -0.68, -0.16, -0.87, 0.37, 0.12, 0.30, 0.31, 0.27, 0.33, 0.35, 0.39, 0.40, 0.36, 0.32, 0.36, 0.33, 0.32, 0.32, -0.66, 0.33, 0.31, -0.64], "max_force_ev_per_a": 5.2, "lumo_ev": -2.80, "de_lowest_ev": 3.423, "homo_lumo_gap_ev": 10.52, "e_homo_ev": -13.3, "total_charge": 1, "total_energy_ha": -422.2669}

=====

No. 6
{"formula": "C4H17N2O2", "method": "ωB97M-V/def2-TZVPD", "species": ["N", "C", "C", "C", "N", "C", "H", "H", "H", "H", "H", "H", "H", "H", "H", "H", "H", "H", "H", "H", "H", "O", "H", "H", "O"], "coordinates": [[1.1271, 0.5978, -0.7204], [-0.3191, -0.0982, -0.5548], [-1.2278, 0.1290, -1.7470], [-0.6668, 0.3023, 0.8689], [0.3245, -0.2645, 1.8178], [-0.0995, -1.2050, 2.8929], [0.8599, 1.6382, -0.8753], [1.7054, 0.6102, 0.1265], [1.5002, 0.2560, -1.5924], [0.0596, -1.1450, -0.4958], [-0.8712, 0.4521, -2.7081], [-1.9121, 0.9814, -1.4500], [-1.7794, -0.8243, -1.7877], [-1.1071, 1.2829, 0.9642], [-1.6676, -0.1881, 1.0244], [0.7160, 0.5243, 2.3473], [0.8180, -1.6064, 3.3110], [-0.7436, -0.8670, 3.7083], [-0.4599, -2.0987, 2.4405], [-0.2201, -3.1557, -1.2720], [-0.6294, -3.1566, -2.7455], [0.0632, -2.8605, -2.1434], [0.2659, 3.5348, 0.7499], [1.3810, 3.8672, -0.3078], [0.6937, 3.2276, -0.0576]], "mulliken_charge": [-0.36, 0.50, -1.22, -0.84, -0.37, -1.08, 0.40, 0.31, 0.37, 0.08, 0.42, 0.36, 0.27, 0.40, 0.42, 0.25, 0.38, 0.31, 0.39, 0.33, 0.32, -0.63, 0.29, 0.31, -0.62], "max_force_ev_per_a": 4.0, "lumo_ev": -2.87, "de_lowest_ev": 2.042, "homo_lumo_gap_ev": 10.43, "e_homo_ev": -13.3, "total_charge": 1, "total_energy_ha": -422.3177}